Formula: C3H6N2OS
Source: the Open Molecules 2025 dataset
Level of theory: ωB97M-V/def2-TZVPD

## Properties
Multiplicity ... 1
DFT total energy ... -19064.10338 eV
Relative energy (zero: lowest compared OMol25 entry of this formula, charge and spin) ... 8.0633 eV
E_HOMO ... -8.79 eV

Element x y z (Å)
C1 -0.6912 0.1332 0.4938
C2 0.8143 -0.1699 -1.0234
C3 1.7631 0.7270 -0.1587
H1 -2.5643 -0.4489 -0.6955
H2 -1.9410 -0.1305 2.2131
H3 1.1580 -0.2029 -2.1352
H4 1.0801 -1.4828 -0.5568
H5 2.7452 0.0976 0.0043
H6 2.1933 1.6482 -0.7016
N1 -1.8998 0.0768 1.2872
N2 -0.7006 -0.1461 -0.7686
O1 -2.6057 -1.0540 0.7714
S1 0.6486 0.9524 1.2699